# 1
A molecular structure, C16H30N6Pt. Source: OMol25; level of theory: ωB97M-V/def2-TZVPD.

```
! RIJCOSX wB97M-V def2-TZVPD def2/J DEFGRID3
* xyz 2 1
Pt -0.750 -0.556 0.310
N -1.977 -2.107 1.367
C -3.447 -2.231 1.189
C -3.815 -3.021 -0.072
C -4.199 -2.190 -1.301
C -3.300 -0.998 -1.619
N -1.867 -1.347 -1.625
H -1.559 -3.007 1.119
H -1.781 -1.973 2.360
H -3.887 -1.231 1.164
H -3.858 -2.758 2.057
H -4.675 -3.653 0.151
H -2.997 -3.706 -0.310
H -5.215 -1.813 -1.178
H -4.217 -2.862 -2.160
H -3.458 -0.191 -0.895
H -3.597 -0.614 -2.600
H -1.403 -0.934 -2.430
H -1.767 -2.356 -1.707
C 5.166 0.448 -1.556
C 4.161 1.493 -1.080
N 2.799 1.151 -1.465
C 2.426 1.387 -2.855
C 2.418 0.088 -3.663
C 1.951 0.565 -0.629
C 2.380 0.230 0.766
N 0.706 0.279 -0.934
H 6.154 0.717 -1.198
H 5.202 0.404 -2.640
H 4.912 -0.537 -1.174
H 4.405 2.458 -1.525
H 4.221 1.599 0.002
H 3.140 2.084 -3.291
H 1.443 1.871 -2.890
H 3.426 -0.297 -3.786
H 2.008 0.276 -4.651
H 1.826 -0.680 -3.169
H 3.267 -0.398 0.778
H 1.566 -0.318 1.259
H 2.585 1.138 1.330
H 0.411 0.551 -1.868
N -0.624 0.788 6.673
C -0.680 1.150 5.590
C -0.744 1.567 4.232
C -0.339 2.838 3.823
C -0.441 3.146 2.475
C -0.876 2.175 1.588
N -1.235 0.944 1.978
C -1.203 0.658 3.277
H 0.047 3.554 4.534
H -0.195 4.133 2.117
H -0.948 2.391 0.527
H -1.567 -0.307 3.607
*
```

Calculated values
HOMO-LUMO gap (spin up / spin down) = 7.42 / 7.42 eV
HOMO (spin up / spin down) = -15.180 / -15.179 eV
Molar mass = 501.5 u
Calculated total energy = -29251.4137 eV



# 2
3 unconnected molecules or ions with the total composition C27H41F17NO6PS3. Source: OMol25; level of theory: ωB97M-V/def2-TZVPD.

```
! RIJCOSX wB97M-V def2-TZVPD def2/J DEFGRID3
* xyz 0 1
C -1.109 3.588 3.122
C -1.117 2.877 4.493
C -2.406 2.074 4.761
C -2.353 0.640 4.189
N -3.321 0.507 3.073
C -4.296 -0.586 3.306
C -5.542 -0.284 2.453
C -6.594 -1.404 2.584
C -7.960 -0.975 3.152
C -8.773 0.037 2.313
C -10.241 -0.046 2.812
O -8.307 1.354 2.655
C -7.981 2.213 1.614
O -6.973 2.220 1.059
P -9.314 3.458 1.171
C -8.472 4.572 -0.036
C -9.377 4.511 2.716
S -8.846 -0.399 0.539
O -9.280 -1.738 0.542
O -9.734 0.408 -0.182
F -7.418 -0.415 -0.093
C -2.678 0.357 1.829
S -3.017 1.383 0.634
S -1.502 -0.995 1.545
C 0.159 -0.250 1.628
C 0.975 -0.418 0.343
C 0.991 0.826 -0.545
H -0.817 4.628 3.242
H -0.388 3.134 2.443
H -2.077 3.561 2.630
H -0.263 2.204 4.571
H -1.011 3.644 5.257
H -2.698 2.101 5.807
H -3.192 2.585 4.208
H -2.658 -0.054 4.971
H -1.349 0.350 3.879
H -4.638 -0.493 4.333
H -3.876 -1.570 3.081
H -5.277 -0.211 1.405
H -5.884 0.695 2.764
H -6.733 -1.969 1.667
H -6.188 -2.126 3.298
H -7.783 -0.541 4.134
H -8.539 -1.878 3.316
H -10.436 -1.086 3.046
H -10.933 0.206 2.014
H -10.373 0.548 3.705
H -8.956 5.545 -0.047
H -8.460 4.141 -1.030
H -7.445 4.761 0.280
H -8.367 4.608 3.112
H -9.728 5.505 2.462
H -10.007 4.053 3.469
H 0.128 0.806 1.893
H 0.697 -0.746 2.432
H 0.679 -1.279 -0.251
H 2.002 -0.605 0.655
H 1.423 1.675 -0.015
H -0.014 1.090 -0.865
H 1.625 0.636 -1.408
F 4.836 -2.326 -1.972
C 4.146 -2.921 -0.972
F 2.872 -2.464 -1.032
C 4.737 -2.601 0.399
F 4.586 -1.289 0.691
F 4.000 -3.286 1.318
C 6.201 -3.001 0.619
O 7.176 -2.002 0.397
C 7.574 -1.768 -0.898
F 7.162 -2.768 -1.707
F 8.921 -1.793 -0.904
C 7.119 -0.400 -1.406
F 5.789 -0.238 -1.271
F 7.416 -0.285 -2.726
H 4.132 -4.000 -1.150
H 6.290 -3.230 1.680
H 6.451 -3.929 0.104
H 7.621 0.401 -0.860
F 10.968 -0.158 -7.090
C 10.680 -0.561 -8.348
F 10.273 0.531 -9.041
C 9.575 -1.614 -8.368
F 8.401 -1.085 -7.961
F 9.400 -1.982 -9.670
C 9.848 -2.901 -7.579
O 9.347 -2.962 -6.260
C 10.079 -2.356 -5.264
F 11.322 -2.068 -5.706
F 10.219 -3.264 -4.276
C 9.373 -1.129 -4.690
F 9.048 -0.249 -5.660
F 10.190 -0.490 -3.819
H 11.591 -0.945 -8.816
H 9.313 -3.690 -8.105
H 10.899 -3.189 -7.622
H 8.465 -1.421 -4.171
*
```

Calculated values
HOMO-LUMO gap = 7.80 eV
HOMO = -8.039 eV
SMILES string = CCCCN(CCCC[C@@](C)(OC(=O)P(C)C)S(=O)(=O)F)C(=S)SCCC.FC(F)C(F)(F)COC(F)(F)C(F)F.FC(F)C(F)(F)COC(F)(F)C(F)F
Molar mass = 925.8 u
Calculated total energy = -130427.7506 eV



# 3
C2H3NOS in the gas phase. Source: OMol25; level of theory: ωB97M-V/def2-TZVPD.

```
! RIJCOSX wB97M-V def2-TZVPD def2/J DEFGRID3
* xyz 0 1
C -0.171 -0.137 0.124
N -1.594 0.032 -0.029
S -2.796 1.373 -0.268
C -2.484 -0.813 0.177
O -3.028 -1.829 0.326
H 0.136 -0.215 1.232
H -0.127 -1.098 -0.381
H 0.274 0.691 -0.435
*
```

Calculated values
HOMO-LUMO gap = 8.75 eV
HOMO = -8.331 eV
SMILES string = CN1SC1=O
Molar mass = 89.1 u
Calculated total energy = -16493.0657 eV



# 4
A gas-phase ion, C5H10NO2 (charge -1). Source: OMol25; level of theory: ωB97M-V/def2-TZVPD.

```
! RIJCOSX wB97M-V def2-TZVPD def2/J DEFGRID3
* xyz -1 1
N 0.389 -2.482 -0.088
C -0.176 -1.098 -0.085
C -0.387 -0.384 -1.442
C -1.046 1.032 -1.288
C -0.726 1.663 0.092
O -0.484 0.907 1.177
C 0.754 -0.048 1.088
O 1.838 0.622 0.916
H 1.216 -2.454 -0.588
H -0.283 -3.259 -0.682
H -1.183 -1.269 0.505
H -1.034 -1.150 -1.992
H 0.486 -0.387 -1.985
H -1.972 1.281 -1.745
H -0.443 1.548 -2.005
H -1.717 2.306 0.323
H 0.208 2.183 -0.109
H 0.649 -0.641 1.953
*
```

Calculated values
HOMO-LUMO gap = 7.01 eV
HOMO = -2.865 eV
SMILES string = N[C@@H]1CCCO[C@@H]1[O-]
Molar mass = 116.1 u
Calculated total energy = -10929.6069 eV



# 5
C5H9NO in the gas phase. Source: OMol25; level of theory: ωB97M-V/def2-TZVPD.

```
! RIJCOSX wB97M-V def2-TZVPD def2/J DEFGRID3
* xyz 0 1
C 1.898 0.641 -0.197
C 0.753 -0.217 -0.745
C -0.375 0.621 -1.139
N -1.241 1.248 -1.575
C 0.068 -1.151 0.264
C -1.140 -0.273 0.893
O -2.418 0.517 0.102
H 2.787 0.029 -0.018
H 1.616 1.127 0.743
H 2.158 1.427 -0.914
H 1.089 -0.717 -1.663
H -0.279 -2.066 -0.228
H 0.783 -1.509 1.052
H -0.631 0.501 1.479
H -1.757 -0.920 1.468
H -3.312 0.742 0.481
*
```

Calculated values
HOMO-LUMO gap = 10.19 eV
HOMO = -9.400 eV
SMILES string = C[C@H](C#N)CCO
Molar mass = 99.1 u
Calculated total energy = -8864.8014 eV



# 6
A molecular structure, C37H35BrCdCl2N4O2SSb. Source: OMol25; level of theory: ωB97M-V/def2-TZVPD.

```
! RIJCOSX wB97M-V def2-TZVPD def2/J DEFGRID3
* xyz 1 1
Cd 0.166 -0.261 -0.141
Cl -1.588 1.167 6.926
C -1.020 0.579 5.400
C -0.288 -0.623 5.351
C 0.153 -1.099 4.152
Cl 1.040 -2.579 4.078
C -0.080 -0.425 2.903
O 0.344 -0.948 1.824
C -0.801 0.815 3.001
C -1.061 1.670 1.892
O -0.721 1.552 0.700
C -1.268 1.273 4.258
H -0.075 -1.169 6.260
H -1.634 2.575 2.147
H -1.826 2.200 4.305
Br 7.050 0.634 -1.041
C 5.261 0.256 -0.572
C 4.438 1.262 -0.093
C 3.126 0.938 0.200
N 2.622 -0.288 0.053
C 3.439 -1.249 -0.376
C 4.764 -1.030 -0.707
H 4.808 2.268 0.038
H 2.445 1.699 0.564
H 3.021 -2.248 -0.447
H 5.391 -1.835 -1.061
C -0.847 -5.128 -2.714
C 0.356 -4.388 -2.166
N -0.080 -3.069 -1.738
C -1.291 -2.802 -1.156
N -1.485 -1.618 -0.622
C -2.779 -1.327 -0.009
C -3.908 -2.085 -0.682
C -3.557 -3.558 -0.647
N -2.245 -3.766 -1.244
C -1.920 -5.130 -1.643
H -0.580 -6.147 -2.991
H -1.223 -4.604 -3.595
H 1.121 -4.264 -2.932
H 0.795 -4.953 -1.336
H 0.633 -2.389 -1.558
H -2.947 -0.251 -0.076
H -2.745 -1.588 1.055
H -4.012 -1.756 -1.719
H -4.850 -1.909 -0.163
H -4.278 -4.145 -1.216
H -3.571 -3.925 0.386
H -2.832 -5.592 -2.022
H -1.588 -5.713 -0.776
S 0.969 0.461 -2.432
Sb -0.437 1.466 -3.955
C -1.445 -0.132 -4.965
C -0.806 -1.364 -4.901
C -1.345 -2.453 -5.569
C -2.527 -2.317 -6.283
C -3.166 -1.087 -6.339
C -2.622 0.012 -5.689
C 1.066 2.302 -5.209
C 1.007 3.631 -5.607
C 2.073 4.181 -6.306
C 3.180 3.403 -6.609
C 3.226 2.070 -6.223
C 2.170 1.516 -5.516
C -1.700 3.121 -3.441
C -1.121 4.161 -2.723
C -1.860 5.306 -2.470
C -3.163 5.414 -2.934
C -3.739 4.366 -3.637
C -3.010 3.212 -3.891
H 0.102 -1.473 -4.318
H -0.837 -3.409 -5.541
H -2.949 -3.167 -6.803
H -4.085 -0.976 -6.898
H -3.117 0.967 -5.780
H 0.139 4.237 -5.376
H 2.039 5.219 -6.611
H 4.012 3.837 -7.148
H 4.089 1.464 -6.466
H 2.214 0.483 -5.195
H -0.103 4.078 -2.359
H -1.414 6.120 -1.913
H -3.733 6.313 -2.745
H -4.757 4.441 -3.995
H -3.481 2.398 -4.419
*
```

Calculated values
HOMO-LUMO gap = 7.55 eV
HOMO = -9.814 eV
Molar mass = 984.8 u
Calculated total energy = -166012.9727 eV



Among the records above, which one has the highest molar mass?
C37H35BrCdCl2N4O2SSb



Repeat the sixth record exactly.
A molecular structure, C37H35BrCdCl2N4O2SSb. Source: OMol25; level of theory: ωB97M-V/def2-TZVPD.

```
! RIJCOSX wB97M-V def2-TZVPD def2/J DEFGRID3
* xyz 1 1
Cd 0.166 -0.261 -0.141
Cl -1.588 1.167 6.926
C -1.020 0.579 5.400
C -0.288 -0.623 5.351
C 0.153 -1.099 4.152
Cl 1.040 -2.579 4.078
C -0.080 -0.425 2.903
O 0.344 -0.948 1.824
C -0.801 0.815 3.001
C -1.061 1.670 1.892
O -0.721 1.552 0.700
C -1.268 1.273 4.258
H -0.075 -1.169 6.260
H -1.634 2.575 2.147
H -1.826 2.200 4.305
Br 7.050 0.634 -1.041
C 5.261 0.256 -0.572
C 4.438 1.262 -0.093
C 3.126 0.938 0.200
N 2.622 -0.288 0.053
C 3.439 -1.249 -0.376
C 4.764 -1.030 -0.707
H 4.808 2.268 0.038
H 2.445 1.699 0.564
H 3.021 -2.248 -0.447
H 5.391 -1.835 -1.061
C -0.847 -5.128 -2.714
C 0.356 -4.388 -2.166
N -0.080 -3.069 -1.738
C -1.291 -2.802 -1.156
N -1.485 -1.618 -0.622
C -2.779 -1.327 -0.009
C -3.908 -2.085 -0.682
C -3.557 -3.558 -0.647
N -2.245 -3.766 -1.244
C -1.920 -5.130 -1.643
H -0.580 -6.147 -2.991
H -1.223 -4.604 -3.595
H 1.121 -4.264 -2.932
H 0.795 -4.953 -1.336
H 0.633 -2.389 -1.558
H -2.947 -0.251 -0.076
H -2.745 -1.588 1.055
H -4.012 -1.756 -1.719
H -4.850 -1.909 -0.163
H -4.278 -4.145 -1.216
H -3.571 -3.925 0.386
H -2.832 -5.592 -2.022
H -1.588 -5.713 -0.776
S 0.969 0.461 -2.432
Sb -0.437 1.466 -3.955
C -1.445 -0.132 -4.965
C -0.806 -1.364 -4.901
C -1.345 -2.453 -5.569
C -2.527 -2.317 -6.283
C -3.166 -1.087 -6.339
C -2.622 0.012 -5.689
C 1.066 2.302 -5.209
C 1.007 3.631 -5.607
C 2.073 4.181 -6.306
C 3.180 3.403 -6.609
C 3.226 2.070 -6.223
C 2.170 1.516 -5.516
C -1.700 3.121 -3.441
C -1.121 4.161 -2.723
C -1.860 5.306 -2.470
C -3.163 5.414 -2.934
C -3.739 4.366 -3.637
C -3.010 3.212 -3.891
H 0.102 -1.473 -4.318
H -0.837 -3.409 -5.541
H -2.949 -3.167 -6.803
H -4.085 -0.976 -6.898
H -3.117 0.967 -5.780
H 0.139 4.237 -5.376
H 2.039 5.219 -6.611
H 4.012 3.837 -7.148
H 4.089 1.464 -6.466
H 2.214 0.483 -5.195
H -0.103 4.078 -2.359
H -1.414 6.120 -1.913
H -3.733 6.313 -2.745
H -4.757 4.441 -3.995
H -3.481 2.398 -4.419
*
```

Calculated values
HOMO-LUMO gap = 7.55 eV
HOMO = -9.814 eV
Molar mass = 984.8 u
Calculated total energy = -166012.9727 eV